Entry 1:
{"formula": "C28H42BNO9PS3", "method": "wB97M-V/def2-TZVPD", "e_lumo_ha": 0.077, "charge": -1, "spin_multiplicity": 1, "symbols": ["C", "B", "O", "C", "O", "C", "C", "C", "C", "C", "C", "O", "C", "C", "C", "C", "C", "N", "C", "C", "C", "C", "C", "C", "C", "O", "P", "S", "O", "H", "H", "H", "H", "H", "H", "H", "H", "H", "H", "H", "H", "H", "H", "H", "H", "H", "H", "H", "H", "H", "H", "H", "H", "H", "H", "C", "C", "C", "S", "O", "O", "C", "H", "H", "H", "H", "H", "H", "H", "H", "C", "C", "C", "S", "O", "O", "C", "H", "H", "H", "H", "H", "H", "H", "H"], "coordinates": [[1.989990, -1.660805, 2.770618], [2.568753, -2.062306, 1.250959], [3.814841, -1.257111, 1.083182], [3.727963, -0.381589, 0.036597], [4.262167, -0.686814, -1.015028], [3.026016, 0.998037, 0.147913], [2.376096, 1.473421, 1.368932], [1.717715, 2.778383, 1.465456], [1.686132, 3.637505, 0.276402], [2.309647, 3.160609, -0.948975], [2.973602, 1.865310, -1.040779], [2.855193, -3.521259, 1.403017], [2.302633, -4.265652, 0.328936], [1.302276, -3.272462, -0.478351], [-0.167453, -3.869522, -0.377889], [-1.238848, -2.803250, 0.055709], [-1.652713, -2.877055, 1.561715], [-2.685508, -1.886291, 1.945845], [-2.198555, -0.494938, 1.798964], [-2.508787, 0.181323, 0.427515], [-1.701342, 1.381175, 0.098493], [-1.899208, 2.050356, -1.171911], [-2.870800, 1.580489, -2.156248], [-3.698685, 0.428350, -1.849674], [-3.492674, -0.250563, -0.553511], [-4.302860, -1.360944, -0.321857], [1.805059, -3.412524, -2.280533], [0.714252, -2.190073, -3.372443], [1.582833, -2.068595, 0.171434], [1.839395, -2.556178, 3.423876], [1.001723, -1.124593, 2.651795], [2.762625, -0.973335, 3.228568], [2.393070, 0.842017, 2.287597], [1.256834, 3.131089, 2.418611], [1.191753, 4.631215, 0.381210], [2.276357, 3.825129, -1.848938], [3.416603, 1.560669, -2.019819], [3.188458, -4.366326, -0.372968], [1.855092, -5.259366, 0.584170], [-0.437003, -4.219433, -1.418591], [-0.228753, -4.750257, 0.316960], [-2.176187, -2.921362, -0.560085], [-0.826628, -1.786952, -0.206467], [-2.126807, -3.896093, 1.709802], [-0.755854, -2.878682, 2.256958], [-2.817395, -2.017179, 2.955444], [-1.093909, -0.461132, 2.038229], [-2.703513, 0.133124, 2.591468], [-0.931035, 1.763743, 0.815653], [-1.275310, 2.942288, -1.430924], [-3.013512, 2.064937, -3.151937], [-4.453774, 0.006841, -2.545893], [-4.723917, -1.315520, 0.551320], [3.196705, -3.132252, -2.362452], [1.497516, -4.761564, -2.657973], [4.264689, 6.091408, 4.592906], [3.783958, 4.991059, 5.543967], [2.300033, 5.244765, 5.827398], [1.653793, 6.093123, 4.386732], [1.262795, 7.427196, 4.774441], [0.763714, 5.209036, 3.673727], [3.203076, 6.189984, 3.503662], [5.246452, 5.865216, 4.175335], [4.336841, 7.040448, 5.132468], [3.905518, 4.016568, 5.063261], [4.363423, 4.974342, 6.468193], [1.752721, 4.314639, 5.973040], [2.162628, 5.895739, 6.690893], [3.250154, 7.119974, 2.939629], [3.253990, 5.335298, 2.825662], [-4.296713, -2.321594, -6.551092], [-4.243697, -1.584949, -5.208093], [-4.021760, -2.635278, -4.116056], [-3.137503, -3.986417, -4.893330], [-3.990881, -5.153042, -4.900004], [-1.792592, -4.023283, -4.388029], [-3.119019, -3.289160, -6.538447], [-4.239126, -1.631602, -7.394482], [-5.236389, -2.876292, -6.631332], [-3.409120, -0.878031, -5.213379], [-5.155448, -1.013502, -5.024775], [-3.425923, -2.241863, -3.292451], [-4.966774, -3.025211, -3.737412], [-3.205831, -4.083135, -7.278433], [-2.173278, -2.759471, -6.664102]], "atomic_forces_ev_per_a": [[-0.34, 0.91, -0.21], [-0.84, -2.25, 2.59], [-0.89, 2.02, -1.82], [0.90, -0.96, -0.38], [-0.43, 0.80, 0.36], [-1.14, 1.72, 0.10], [0.05, 0.98, -0.80], [1.06, -0.59, -2.24], [0.88, -2.11, 0.74], [0.01, -0.64, 1.08], [-0.94, 0.68, 1.79], [-0.58, -1.05, -0.71], [1.74, 1.28, -1.19], [1.20, -2.41, 2.46], [-0.65, 0.94, -0.36], [-0.15, 0.58, -0.39], [0.19, -1.42, -0.31], [0.65, 0.32, 0.61], [-0.29, 0.45, 0.13], [0.74, 1.49, -1.51], [-1.75, -0.94, -1.58], [-0.62, -0.91, 0.14], [-0.25, -1.37, 1.56], [2.02, 0.59, 1.97], [0.48, 1.24, -0.23], [-0.14, 0.72, -0.43], [-1.33, 1.78, 0.01], [0.43, -0.10, -0.12], [-1.04, 0.95, -1.67], [0.11, 0.71, -0.54], [0.88, -0.29, 0.45], [-1.01, -0.65, -0.05], [0.05, 0.45, -1.04], [0.45, -0.44, -0.96], [0.49, -0.90, -0.41], [0.07, -0.77, 0.87], [-0.40, 0.09, 1.20], [-0.73, -0.91, 0.38], [0.41, 0.88, 0.05], [0.03, 0.20, 1.13], [0.33, 0.75, -0.60], [0.88, 0.04, 0.64], [-0.38, -0.99, 0.38], [0.43, 0.96, -0.11], [-0.67, 0.36, -0.84], [-0.08, 0.02, -0.55], [-0.92, 0.26, -0.58], [0.42, -0.60, -0.73], [-0.79, -0.50, -0.79], [-0.60, -0.96, 0.35], [0.34, -0.28, 1.09], [0.63, 0.45, 0.61], [0.73, -0.10, -0.18], [-0.28, -0.55, 0.14], [0.73, 0.30, 0.48], [0.03, 0.06, 0.11], [0.12, -0.11, -0.04], [0.24, -0.27, 0.40], [0.15, -0.23, -0.23], [-0.19, -0.11, -0.07], [-0.18, 0.37, 0.15], [0.43, 0.01, -0.12], [-0.06, 0.01, 0.00], [0.00, -0.02, -0.06], [-0.02, 0.06, 0.01], [-0.05, -0.01, -0.04], [-0.13, 0.15, -0.06], [-0.08, 0.05, -0.12], [-0.19, -0.03, 0.01], [-0.10, 0.03, 0.02], [-0.11, 0.03, 0.01], [0.04, 0.13, -0.05], [-0.25, 0.42, 0.17], [0.25, 0.20, 0.14], [0.12, -0.03, 0.01], [-0.24, -0.51, -0.03], [-0.15, 0.21, -0.42], [-0.01, -0.04, 0.03], [0.06, -0.01, -0.03], [-0.02, -0.06, 0.02], [0.05, -0.03, 0.01], [0.04, -0.21, 0.00], [0.10, -0.10, -0.02], [0.07, -0.08, 0.15], [0.00, -0.08, 0.10]], "lowdin_charge": [-0.011, -0.939, 0.110, -0.420, 0.079, -0.064, 0.002, -0.089, -0.099, -0.094, 0.001, -0.028, -0.174, -0.581, -0.153, -0.168, -0.221, -0.092, -0.178, -0.120, -0.014, -0.091, -0.090, -0.019, -0.244, -0.022, 0.433, 0.081, 0.020, 0.052, 0.031, 0.046, 0.089, 0.078, 0.094, 0.091, 0.115, 0.095, 0.117, 0.079, 0.111, 0.111, 0.112, 0.119, 0.122, 0.100, 0.113, 0.127, 0.099, 0.090, 0.091, 0.093, 0.100, -0.005, 0.001, -0.223, -0.216, -0.223, 0.662, -0.325, -0.331, -0.229, 0.116, 0.117, 0.121, 0.113, 0.105, 0.103, 0.109, 0.102, -0.229, -0.225, -0.220, 0.649, -0.332, -0.362, -0.234, 0.111, 0.116, 0.119, 0.110, 0.093, 0.107, 0.104, 0.110]}

---

Entry 2:
{"formula": "C47H45ClFeGeN5O4PSe2", "method": "wB97M-V/def2-TZVPD", "relative_energy_kj_mol": 98.8, "e_lumo_ha": [-0.060, -0.062], "spin_multiplicity": 5, "symbols": ["Fe", "N", "C", "C", "C", "C", "C", "C", "C", "C", "C", "C", "C", "C", "N", "C", "C", "C", "C", "N", "H", "H", "H", "H", "H", "H", "H", "H", "H", "H", "Se", "P", "Se", "C", "C", "C", "C", "C", "C", "C", "C", "C", "C", "C", "C", "H", "H", "H", "H", "H", "H", "H", "H", "H", "H", "O", "C", "O", "C", "C", "Cl", "N", "N", "C", "C", "O", "O", "C", "C", "C", "C", "C", "C", "H", "H", "H", "H", "H", "H", "C", "C", "C", "C", "Ge", "C", "C", "C", "C", "H", "H", "H", "H", "H", "H", "H", "H", "H", "H", "H", "H", "H", "H", "H", "H", "H", "H", "H"], "coordinates": [[-0.379470, 1.166467, 0.894582], [3.773041, 4.825570, 9.757948], [3.290828, 4.330264, 8.819729], [2.652931, 3.813770, 7.628213], [1.905548, 4.684980, 6.876677], [1.239442, 4.212477, 5.721900], [1.493584, 2.870355, 5.274354], [2.254162, 1.965760, 6.079888], [2.771774, 2.451040, 7.276626], [0.968780, 2.430824, 3.974458], [1.776291, 1.749655, 3.045746], [3.146981, 1.467057, 3.143120], [3.549652, 0.818960, 1.991601], [2.413134, 0.726296, 1.155878], [1.299991, 1.260574, 1.793984], [-0.391264, 2.718485, 3.620009], [-1.309703, 3.314764, 4.476367], [-2.514010, 3.368624, 3.773255], [-2.348724, 2.764129, 2.539753], [-1.029120, 2.336095, 2.442815], [1.828325, 5.681344, 7.203189], [0.628587, 4.857379, 5.047176], [2.320250, 0.916101, 5.772060], [3.367701, 1.854973, 7.957479], [3.825873, 1.756610, 3.959407], [4.573347, 0.440256, 1.712888], [2.384119, 0.440441, 0.057144], [-1.026309, 3.560861, 5.517033], [-3.426039, 3.820037, 4.133833], [-3.057115, 2.718150, 1.758054], [-1.190324, -1.261226, 1.561046], [-2.412712, -2.773354, 0.401239], [-1.882015, -3.503847, -1.706557], [-2.517220, -4.426466, 1.146432], [-1.469536, -5.305329, 0.934099], [-1.678399, -6.655634, 1.226867], [-2.934312, -7.182164, 1.575665], [-3.906550, -6.244861, 1.998657], [-3.720625, -4.862618, 1.753060], [-4.119941, -2.239894, 0.260767], [-5.065512, -3.034783, -0.396752], [-6.349841, -2.529883, -0.706137], [-6.709832, -1.257688, -0.244425], [-5.797740, -0.533750, 0.466318], [-4.499999, -0.990752, 0.688922], [-0.491874, -4.961012, 0.613239], [-0.800965, -7.306893, 1.072328], [-3.082934, -8.223262, 1.787178], [-4.867203, -6.531844, 2.378801], [-4.493740, -4.158944, 2.043608], [-4.776546, -4.019077, -0.797045], [-7.064178, -3.173562, -1.252104], [-7.695503, -0.851005, -0.461791], [-6.031263, 0.468157, 0.872899], [-3.745768, -0.255569, 1.019303], [-3.051147, 2.739839, -3.917252], [-2.140829, 3.650015, -3.500676], [-2.133631, 4.775783, -3.954140], [-1.112696, 3.234842, -2.529095], [0.223715, 3.738225, -2.522017], [0.759834, 5.164071, -3.265539], [0.981609, 3.016647, -1.645691], [0.056894, 2.094529, -0.925024], [-1.067783, 2.181473, -1.590232], [-2.326435, 1.393569, -1.325810], [-2.697549, 0.653104, -2.291148], [-2.826492, 1.483893, -0.147333], [2.373596, 2.915186, -1.682061], [3.215549, 3.368590, -0.506122], [4.688792, 3.495667, -0.774326], [5.306438, 3.192225, -1.963484], [4.485896, 2.601427, -2.962325], [3.093967, 2.509537, -2.812428], [-2.999213, 1.877868, -3.425651], [2.800679, 4.331633, -0.116371], [5.278251, 3.884715, 0.025668], [6.350992, 3.351649, -2.098909], [4.894357, 2.261915, -3.916987], [2.532725, 2.161673, -3.668467], [0.193641, -0.712237, -6.886054], [-0.874667, -1.647250, -6.284702], [-1.151296, -1.255127, -4.805999], [-0.106827, -1.665528, -3.820867], [-0.490081, -1.554340, -1.833666], [1.278951, -2.430717, -1.105616], [2.590498, -2.118755, -1.805558], [3.093709, -3.389036, -2.559711], [3.873612, -4.474591, -1.779331], [0.237114, -0.737971, -7.996237], [1.199782, -0.924064, -6.550791], [-0.007201, 0.330271, -6.609017], [-0.514311, -2.671796, -6.323310], [-1.741366, -1.605527, -6.959023], [-2.147193, -1.661823, -4.546126], [-1.318117, -0.166146, -4.766168], [0.778313, -0.995333, -3.895842], [0.189580, -2.721124, -3.891017], [2.985291, 2.669524, 0.271778], [1.133553, -3.532228, -1.079687], [1.230245, -2.137399, -0.043903], [3.415578, -1.884688, -1.090830], [2.610200, -1.275260, -2.493389], [3.765010, -2.977854, -3.335118], [2.265935, -3.858229, -3.158355], [4.891906, -4.175985, -1.560833], [3.876276, -5.379693, -2.407531], [3.376302, -4.632226, -0.808457]], "atomic_forces_ev_per_a": [[-1.08, 1.12, 1.32], [-0.77, -0.94, -1.56], [0.69, 0.75, 1.35], [0.25, -0.97, 0.26], [-1.13, -1.06, -1.57], [1.08, -0.69, -0.58], [0.25, 0.73, 0.99], [-0.84, 1.07, 0.00], [0.47, 0.37, -0.03], [-1.71, -0.23, -1.53], [-0.61, -0.53, -0.74], [1.14, 0.03, 0.40], [0.84, -0.64, -0.94], [-1.23, 0.63, 0.30], [2.87, -0.75, -0.57], [1.10, -1.03, -0.07], [-0.63, 0.22, 0.73], [-0.37, 0.69, 1.45], [3.14, -0.12, 0.98], [-1.50, 0.12, -1.03], [-0.24, 1.15, 0.16], [0.77, -0.43, 0.89], [0.18, 0.52, 0.23], [-0.16, -0.32, -0.20], [-0.62, -0.18, -0.46], [-1.33, 0.63, 0.46], [-0.17, 0.05, 1.69], [-0.87, 0.03, -0.93], [-0.04, -0.09, -0.02], [-0.30, -0.47, -0.77], [-0.32, -1.25, -0.68], [0.18, 0.06, -0.03], [-0.27, 0.88, 0.97], [-0.91, 0.38, 0.61], [-0.40, -0.87, 0.85], [0.62, -0.64, -0.82], [0.30, 2.03, 1.44], [0.63, 0.78, -1.36], [0.96, -0.99, -0.01], [-0.44, 0.01, -0.20], [-0.90, -0.15, -1.07], [0.71, -0.83, 0.44], [-0.49, -0.74, -0.40], [0.48, 1.40, 0.90], [0.44, 1.15, -0.12], [-0.19, -0.04, -0.14], [-0.72, 0.10, 0.10], [0.03, -0.35, -0.23], [-0.20, -0.37, 0.25], [0.10, -0.08, -0.20], [-0.20, 0.48, 0.31], [0.53, 0.54, 0.31], [0.18, -0.11, 0.07], [-0.01, -0.64, -0.51], [-0.55, -0.68, 0.20], [0.57, 0.59, 0.45], [-0.90, 0.46, -0.80], [-0.06, -0.82, 0.25], [2.60, -0.09, -0.26], [-1.80, -0.73, 0.68], [0.40, -0.50, -0.03], [-2.51, -0.47, 0.60], [1.82, 0.22, -1.80], [-1.08, 1.49, -0.76], [-0.93, -1.91, 1.61], [0.31, 1.27, 1.25], [1.74, -0.12, -1.90], [3.00, 0.00, -0.48], [-0.99, 0.87, -0.68], [0.14, -0.13, -0.88], [-2.00, -0.38, 1.09], [0.13, 0.08, -0.50], [-1.49, 0.30, 0.58], [0.25, 0.16, -0.10], [0.33, -0.40, -0.22], [0.26, 0.25, 0.49], [0.54, 0.02, -0.10], [-0.01, 0.16, 0.38], [-0.14, -0.12, -0.11], [-0.13, 0.22, -0.71], [0.83, 0.71, -0.02], [-1.81, 0.08, -0.99], [0.73, 0.94, 0.82], [1.48, -1.06, -1.13], [-0.98, 0.37, 1.02], [1.21, -1.18, 0.45], [0.27, 0.64, -1.45], [-1.16, 0.52, -0.06], [-0.16, -0.13, 0.61], [0.27, -0.21, 0.27], [-0.10, -0.13, -0.06], [0.03, -0.26, 0.00], [-0.14, 0.09, 0.64], [0.41, -0.07, 0.14], [0.18, -0.24, 0.05], [-0.22, -0.68, -0.24], [0.12, 0.19, -0.16], [0.31, -0.34, 0.97], [-0.24, 0.63, -0.26], [0.36, 0.03, -0.31], [-0.64, -0.01, -0.08], [-0.45, 0.06, -0.11], [-0.05, -0.41, 0.08], [0.49, 0.39, 0.74], [0.20, 0.12, -0.08], [0.10, 0.15, 0.59], [0.13, -0.40, -0.33]], "mulliken_spin": [1.946, 0.000, 0.000, 0.000, 0.000, 0.000, -0.003, -0.001, 0.000, 0.027, -0.036, 0.001, 0.005, 0.018, -0.081, 0.001, 0.027, -0.003, 0.027, -0.005, 0.000, 0.000, 0.000, 0.000, 0.000, 0.005, -0.010, 0.002, 0.000, 0.003, 0.052, -0.005, 0.064, -0.002, 0.018, 0.002, 0.000, 0.001, 0.009, -0.007, 0.005, -0.001, 0.001, 0.000, -0.003, -0.001, 0.000, 0.000, 0.000, 0.000, 0.001, 0.000, 0.000, 0.000, -0.005, 0.000, -0.002, 0.000, -0.018, 0.002, 0.003, -0.001, 0.087, -0.022, 0.111, 0.016, -0.007, 0.359, 0.036, 0.322, -0.105, 0.393, -0.169, 0.000, 0.046, 0.010, 0.000, 0.024, -0.002, 0.001, 0.003, -0.031, 0.032, 0.698, 0.064, 0.016, 0.000, 0.001, 0.000, 0.000, 0.000, 0.000, 0.000, -0.001, 0.011, 0.020, 0.012, 0.015, 0.021, -0.010, 0.004, 0.007, 0.003, -0.002, 0.000, 0.000, -0.001]}

---

no.,maximum force (eV/A)
1,3.645
2,3.297